115
Properties=species:S:1:pos:R:3 method="wB97M-V/def2-TZVPD" gap_ev=7.05
Ba 0.08637 -0.04321 0.20122
C 2.52777 0.27670 2.91806
O 2.21082 0.48268 1.51127
C 3.23569 1.03820 0.76665
C 3.28763 2.43142 0.64443
C 2.13539 3.37455 1.00769
C 1.40622 3.21764 2.32246
C 1.93535 3.75401 3.48315
C 1.33538 3.59466 4.73713
C 0.17036 2.84140 4.76246
C -0.39803 2.27495 3.61771
C -1.58170 1.32879 3.75762
C -1.12125 -0.06241 4.18084
C -0.71849 -0.25252 5.49483
C -0.11859 -1.42804 5.94051
C 0.08655 -2.43287 5.00648
C -0.28589 -2.30671 3.66739
C 0.18395 -3.37509 2.68221
C 1.66398 -3.20255 2.37340
C 2.62302 -3.64847 3.28552
C 3.98053 -3.39546 3.14104
C 4.35248 -2.64802 2.01850
C 3.44090 -2.18566 1.08713
C 3.89889 -1.32000 -0.06606
C 4.13103 0.18454 0.13010
C 5.22967 0.78112 -0.49538
C 5.41044 2.15823 -0.53596
C 4.40313 2.95772 0.00703
C 6.63253 2.81795 -1.18470
C 7.32171 3.72937 -0.16144
C 6.18583 3.66430 -2.38401
C 7.64644 1.78567 -1.67151
C 2.06442 -2.48851 1.23688
O 1.16714 -2.01813 0.37998
C 5.03304 -3.84278 4.15801
C 4.42088 -4.67419 5.28271
C 5.69286 -2.60398 4.77818
C 6.11083 -4.68486 3.46509
C -0.93226 -1.13201 3.30144
O -1.39337 -1.00103 1.98064
C -2.69625 -1.56308 1.77940
C 0.35920 -1.53422 7.39169
C 0.96422 -2.90258 7.69736
C 1.43550 -0.46532 7.63385
C -0.81322 -1.29052 8.34878
C 0.19399 2.48608 2.36601
O -0.31280 1.93708 1.26746
C 1.98534 4.17942 5.99362
C 3.33647 3.49073 6.22830
C 1.11909 3.97323 7.23464
C 2.21965 5.68448 5.81742
H 3.38690 -0.38561 2.99800
H 1.65424 -0.19383 3.36659
H 2.71026 1.24298 3.38391
H 1.39308 3.30137 0.20937
H 2.53967 4.38701 0.93883
H 2.86948 4.30763 3.40514
H -0.33073 2.67160 5.71008
H -2.13905 1.28420 2.82320
H -2.25675 1.71192 4.52582
H -0.84989 0.57259 6.18768
H 0.58769 -3.34604 5.30175
H -0.39182 -3.34113 1.75967
H 0.02241 -4.35434 3.13854
H 2.27228 -4.20900 4.14595
H 5.39982 -2.39054 1.86873
H 3.16917 -1.42783 -0.87173
H 4.83447 -1.72083 -0.46266
H 5.95117 0.12535 -0.96861
H 4.47181 4.03856 -0.07629
H 6.65877 4.52350 0.18790
H 8.19778 4.20092 -0.61572
H 7.65227 3.16487 0.71403
H 5.50266 4.46180 -2.08312
H 5.67766 3.04984 -3.13150
H 7.05391 4.13040 -2.85954
H 7.99642 1.13993 -0.86207
H 8.51518 2.30317 -2.08552
H 7.23825 1.14800 -2.45995
H 3.68414 -4.10616 5.85874
H 5.20469 -4.98835 5.97681
H 3.92924 -5.57596 4.90764
H 4.94904 -1.97550 5.27634
H 6.18829 -1.99460 4.01839
H 6.44580 -2.89185 5.51862
H 5.68010 -5.57989 3.00921
H 6.87028 -5.00107 4.18689
H 6.61698 -4.12328 2.67683
H -3.40352 -1.08522 2.45738
H -2.66801 -2.63655 1.96348
H -2.98072 -1.37125 0.74489
H 1.85085 -3.10632 7.09025
H 0.25019 -3.71504 7.53640
H 1.27149 -2.93300 8.74556
H 2.28139 -0.59625 6.95280
H 1.80954 -0.53317 8.65994
H 1.04324 0.54447 7.48524
H -1.60355 -2.03181 8.20495
H -1.25252 -0.30010 8.21126
H -0.46709 -1.35929 9.38417
H 3.20613 2.41238 6.35768
H 3.82478 3.88483 7.12544
H 4.01241 3.64648 5.38364
H 0.97812 2.91425 7.46948
H 0.13042 4.42802 7.12763
H 1.60511 4.43451 8.09849
H 2.88316 5.89572 4.97620
H 2.68213 6.10308 6.71657
H 1.27960 6.21295 5.63992
N -3.95963 1.21236 -0.74842
N -2.56057 1.37904 -0.48126
H -4.48725 1.99403 -0.37889
H -4.26828 0.38605 -0.25751
H -2.36522 1.78992 0.42953
H -2.21156 2.03793 -1.16652